[1]
Below is C47H25Cl5N8O3W as an isolated structure, with properties calculated with ωB97M-V/def2-TZVPD.

gap between HOMO and LUMO (spin up / spin down): 5.14 / 4.88 eV
expectation value of S²: 2.116
total charge: 0
highest occupied orbital energy (spin up / spin down): -6.426 / -6.401 eV
spin multiplicity: 3

Structure (XYZ):
```
89
Properties=species:S:1:pos:R:3:forces:R:3
W 0.557639 -0.172045 -0.415755 -0.6 -0.4 0.1
C -2.992033 -5.848801 0.673383 0.0 0.0 0.0
C -3.467826 -5.575057 -0.629976 0.0 0.0 0.1
C -3.052234 -4.459954 -1.313910 0.1 0.0 0.0
C -2.145508 -3.608450 -0.667953 0.0 0.0 0.1
C -1.531066 -2.382959 -1.073144 -0.1 -0.1 -0.4
N -0.759892 -1.878521 -0.089669 0.1 0.1 0.3
C -0.748818 -2.836714 0.949650 0.0 -0.1 -0.2
N 0.182450 -3.009780 1.854097 0.0 0.1 0.0
C 1.213688 -2.228403 1.995410 -0.1 0.1 0.1
C 2.335351 -2.479246 2.844210 0.0 -0.1 0.1
C 2.664170 -3.561168 3.673441 0.0 0.1 -0.1
C 3.872918 -3.521797 4.322641 0.1 0.0 0.0
C 4.769840 -2.439233 4.168874 0.0 -0.1 0.0
C 4.455738 -1.371114 3.367883 -0.1 0.0 0.0
C 3.219534 -1.399884 2.704306 0.0 0.1 0.0
C 2.564227 -0.490939 1.821763 0.0 0.2 0.2
N 2.938561 0.773940 1.470870 0.0 -0.1 0.0
C 0.704026 1.971504 1.299992 0.1 0.0 -0.3
N -0.289748 1.455712 0.498405 0.4 0.2 -0.3
C -1.218620 2.418164 0.242899 -0.3 -0.2 -0.2
N -1.992275 2.418003 -0.886709 0.1 0.0 0.2
C -1.830780 1.476156 -1.728252 -0.1 -0.3 -0.2
N -1.094963 0.264769 -1.568249 0.1 0.3 0.0
C -1.598042 -0.618371 -2.504610 -0.2 0.1 -0.1
N -1.752089 -1.885582 -2.324413 0.1 0.0 0.2
C -2.270747 0.141892 -3.569565 0.1 -0.1 0.1
C -2.784083 -0.238526 -4.796228 -0.1 0.1 0.0
C -3.490813 0.719550 -5.509755 0.0 0.0 0.0
C -3.705896 1.996448 -4.986070 0.0 0.0 0.0
C -3.215672 2.357795 -3.738429 0.0 -0.1 -0.1
C -2.480471 1.409164 -3.048988 0.0 0.1 0.2
C -0.920753 3.533541 1.041838 0.0 0.2 0.1
C -1.540423 4.799179 1.175551 0.0 -0.1 -0.1
C -0.894738 5.761952 1.890303 0.1 0.1 0.1
C 0.376426 5.515337 2.490618 -0.1 0.1 0.0
C 0.990461 4.303402 2.393201 0.0 -0.1 0.0
C 0.340420 3.275224 1.664872 -0.1 0.0 0.1
N 1.404342 -0.979567 1.372642 0.1 -0.3 -0.3
C -1.681760 -3.872886 0.621495 0.0 0.0 0.1
C -2.101900 -5.018715 1.310737 0.0 0.1 -0.1
H -3.343966 -6.739187 1.179120 0.0 0.0 0.0
H -4.169802 -6.259186 -1.087964 0.0 0.0 0.0
H -3.401982 -4.238339 -2.312904 0.0 0.0 0.0
H 1.983317 -4.392916 3.787402 0.0 0.0 0.0
H 4.156808 -4.341476 4.970582 0.0 0.0 0.0
H 5.714701 -2.457681 4.694853 0.0 0.0 0.0
H 5.137210 -0.537611 3.257237 0.0 0.0 0.0
H -2.639225 -1.239224 -5.179378 0.0 0.0 0.0
H -3.894109 0.475977 -6.483779 0.0 0.0 0.0
H -4.271609 2.716234 -5.563096 0.0 0.0 0.0
H -3.391904 3.337935 -3.317556 0.0 0.0 0.0
H -2.498694 4.991749 0.712006 0.0 0.0 0.0
H -1.343182 6.739820 2.008959 0.0 0.0 0.0
H 0.854145 6.315935 3.040834 0.0 0.0 0.0
H 1.947981 4.124950 2.867264 0.0 0.0 0.0
H -1.734971 -5.230888 2.305233 0.0 0.0 0.0
C 4.350813 2.458623 -5.471146 0.0 0.0 0.0
O 4.356163 1.059106 -5.730907 0.0 0.0 0.1
C 3.736201 0.252763 -4.852560 0.1 0.1 -0.1
C 3.821337 -1.122860 -5.143101 -0.1 -0.1 0.1
C 3.222284 -2.017520 -4.304364 0.0 0.1 -0.1
C 2.512039 -1.598574 -3.160151 0.0 -0.1 0.1
C 1.969138 -2.541339 -2.217314 0.0 0.1 0.0
C 2.043096 -4.020152 -2.459204 0.0 0.0 0.1
O 1.451540 -2.176009 -1.148466 0.0 0.3 0.1
C 2.432503 -0.222121 -2.892405 -0.2 0.3 -0.1
O 1.775875 0.288422 -1.856531 0.1 -0.1 0.2
C 3.053205 0.704070 -3.737172 0.0 -0.1 0.0
H 4.916426 2.910597 -6.280060 0.0 0.0 0.0
H 4.828582 2.674426 -4.514685 0.0 0.0 0.0
H 3.331588 2.850700 -5.470217 0.0 0.0 0.0
H 4.366742 -1.439049 -6.020036 0.0 0.0 0.0
H 3.306166 -3.072826 -4.521023 0.0 0.0 0.0
H 3.046043 -4.373882 -2.209226 0.0 0.0 0.0
H 1.839256 -4.276463 -3.496012 0.0 0.0 0.0
H 1.328081 -4.512721 -1.804385 0.0 0.0 0.0
H 2.967841 1.749466 -3.484160 0.0 0.0 0.0
Cl 2.825141 1.533206 4.052061 0.0 -0.1 0.0
C 3.502077 1.597270 2.461744 0.0 -0.1 0.0
C 1.939833 1.421857 0.632883 0.1 -0.1 0.2
C 2.557504 2.401014 -0.275624 0.1 0.0 0.0
Cl 1.469297 3.143620 -1.394627 0.1 0.1 0.1
C 3.893851 2.780576 -0.309538 0.2 0.1 0.0
Cl 4.470490 3.563930 -1.760115 0.0 0.0 -0.1
C 4.819606 2.708857 0.741260 -0.1 0.0 -0.1
Cl 6.473140 3.085831 0.465551 0.1 -0.1 0.0
C 4.443979 2.484442 2.118691 0.0 0.0 0.0
Cl 5.171204 3.492331 3.322821 0.0 0.0 0.0
```
Positions in Å, forces in eV/Å.



[2]
Below is C47H32F5NOP2SSeV as an isolated structure, with properties calculated with ωB97M-V/def2-TZVPD.

gap between HOMO and LUMO (spin up / spin down): 6.52 / 6.93 eV
expectation value of S²: 3.777
total charge: 0
highest occupied orbital energy (spin up / spin down): -6.783 / -7.497 eV
spin multiplicity: 4

Structure (XYZ):
```
91
Properties=species:S:1:pos:R:3:forces:R:3
V -0.177524 -0.606532 0.339156 -0.6 1.4 0.9
O 1.869365 -2.068252 -1.838549 0.1 -0.4 -0.1
S 1.556486 -0.875631 -1.043352 1.7 0.4 -1.3
C 3.111232 -0.266367 -0.393306 -0.2 0.1 0.2
C 4.276163 -0.421761 -1.128480 0.0 -0.1 -0.2
C 5.458239 0.098935 -0.631816 -0.1 0.0 0.0
C 5.460164 0.753391 0.594573 0.0 0.0 0.1
C 4.301171 0.845842 1.347687 0.0 -0.1 0.0
C 3.103456 0.318381 0.866480 0.0 -0.1 -0.1
P 1.533311 0.293822 1.838528 1.0 0.7 0.6
C 2.235840 0.042636 3.527823 -0.2 -0.1 0.0
C 2.696303 1.121248 4.285778 0.0 0.0 0.0
C 3.335541 0.911018 5.497373 0.0 0.0 0.0
C 3.528995 -0.376585 5.975407 0.0 0.0 0.0
C 3.042284 -1.450951 5.248162 0.0 0.0 0.0
C 2.393867 -1.243624 4.039458 -0.1 0.0 0.0
C 1.135121 2.079221 1.898371 0.0 0.0 0.1
C 1.675052 3.003115 1.008122 0.1 -0.1 0.0
C 1.299996 4.338763 1.074676 0.0 0.1 0.0
C 0.386770 4.758329 2.027911 0.1 0.0 0.1
C -0.163126 3.839744 2.913307 0.2 0.0 0.2
C 0.201419 2.506935 2.845755 0.2 0.1 0.1
C 1.149065 0.400757 -2.273499 -0.2 -0.2 0.1
C 2.051170 1.254858 -2.888953 0.1 0.0 0.0
C 1.636091 2.007955 -3.976498 0.0 0.0 0.0
C 0.339244 1.885170 -4.454355 0.0 0.0 -0.1
C -0.563946 1.039269 -3.829823 0.1 0.0 0.1
C -0.177275 0.297744 -2.717341 0.1 0.1 0.1
P -1.262133 -0.827329 -1.734718 -0.7 -0.2 -1.7
C -2.945823 -0.208767 -2.061678 -0.1 0.1 0.2
C -4.011114 -1.108087 -2.035263 0.1 0.0 0.0
C -5.313658 -0.652296 -2.158177 0.0 0.0 0.0
C -5.569352 0.704189 -2.294016 0.0 0.1 0.0
C -4.516067 1.605685 -2.324138 0.0 0.0 0.0
C -3.212180 1.150983 -2.206871 0.0 -0.1 0.0
C -1.232317 -2.331439 -2.784804 -0.1 -0.1 0.1
C -0.664018 -3.519187 -2.338184 0.0 0.0 0.0
C -0.691568 -4.653204 -3.137009 0.0 0.0 -0.1
C -1.268196 -4.605260 -4.395735 0.0 0.0 0.0
C -1.811232 -3.415494 -4.859986 0.0 0.1 -0.1
C -1.799804 -2.287156 -4.058500 0.0 0.0 0.0
H 4.237066 -0.960829 -2.067632 0.0 0.0 0.0
H 6.374790 -0.005868 -1.197008 0.0 0.0 0.0
H 6.381979 1.169336 0.980822 0.0 0.0 0.0
H 4.327839 1.313109 2.322430 0.0 0.0 0.0
H 2.555345 2.134223 3.933994 0.0 0.0 0.0
H 3.687480 1.761016 6.068438 0.0 0.0 0.0
H 4.050122 -0.538876 6.909855 0.0 0.0 0.0
H 3.168413 -2.461667 5.614321 0.0 0.0 0.0
H 2.017301 -2.102013 3.506313 0.0 0.0 -0.2
H 2.400135 2.686966 0.266994 0.0 0.0 0.0
H 1.725851 5.050877 0.378787 0.0 0.0 0.0
H 0.095331 5.799667 2.076903 0.0 0.0 0.0
H -0.884977 4.162820 3.652258 0.0 0.0 0.0
H -0.233632 1.789528 3.529808 -0.1 0.0 0.0
H 3.068804 1.328162 -2.533248 0.0 0.0 0.0
H 2.334726 2.679744 -4.457689 0.0 0.0 0.0
H 0.027548 2.454616 -5.320705 0.0 0.0 0.0
H -1.576996 0.962063 -4.200646 0.0 0.0 0.0
H -3.816201 -2.166314 -1.915956 0.0 0.0 0.0
H -6.133898 -1.358710 -2.149543 0.0 0.0 0.0
H -6.587738 1.060845 -2.381137 0.0 0.0 0.0
H -4.704279 2.666665 -2.427689 0.0 0.0 0.0
H -2.402538 1.860696 -2.250558 0.1 0.1 0.2
H -0.175210 -3.558544 -1.380081 0.0 0.0 0.1
H -0.257483 -5.576035 -2.774053 0.0 0.0 0.0
H -1.294526 -5.491059 -5.017402 0.0 0.0 0.0
H -2.247855 -3.366744 -5.849608 0.0 0.0 0.0
H -2.246528 -1.368837 -4.419377 0.0 0.0 0.0
F 2.040012 -2.651559 1.176929 0.1 0.0 0.3
C 0.807417 -3.207117 1.334604 -0.4 0.0 -0.2
C -0.303682 -2.515253 0.870588 0.2 -2.0 0.5
C -1.486773 -3.254412 0.912604 0.5 0.2 0.0
F -2.598976 -2.742165 0.354486 -0.2 -0.1 0.0
C -1.577046 -4.525123 1.443075 0.0 0.0 0.0
F -2.733768 -5.192206 1.447045 -0.1 -0.1 0.0
C -0.444829 -5.123959 1.971129 0.0 0.1 0.0
F -0.523405 -6.335675 2.518172 0.0 -0.1 0.0
C 0.767778 -4.465223 1.904303 0.0 0.0 0.0
F 1.873053 -5.051597 2.378766 0.1 -0.1 0.0
Se -2.062710 -0.008394 1.732319 -0.8 0.4 0.7
C -2.589990 1.747270 1.246923 0.0 0.1 0.0
C -3.872899 2.203443 1.553073 0.1 0.0 0.0
C -4.224913 3.498156 1.217726 0.0 0.0 0.1
N -3.401486 4.366335 0.628234 -0.1 0.1 0.0
C -2.178775 3.930633 0.345083 -0.1 0.0 -0.2
C -1.731904 2.649002 0.621049 -0.3 -0.1 -0.4
H -4.578274 1.539320 2.034515 0.0 0.0 0.0
H -5.223874 3.865444 1.431834 0.0 0.0 0.0
H -1.517118 4.650366 -0.130063 0.0 -0.1 0.0
H -0.725721 2.357808 0.345498 -0.1 0.1 0.0
```
Positions in Å, forces in eV/Å.



> What is the spin multiplicity in the second record?

4



> total charge of number 2 (C47H32F5NOP2SSeV)?

0